21 unconnected molecules or ions with the total composition C70H198N16O21, computed with the ωB97M-V functional and the def2-TZVPD basis.

Structure (XYZ):
```
305
Properties=species:S:1:pos:R:3:forces:R:3:mulliken_charge:R:1
O 0.500084 1.819830 6.094036 0.6743 0.1954 1.0706 -0.875
H -0.371037 1.761796 5.701583 -0.5349 0.1634 -0.6531 0.470
H 1.026163 1.186972 5.605189 0.2163 0.1227 -0.3948 0.080
O 0.682547 -1.943040 -6.029413 0.2345 0.5691 0.2516 -0.428
H 0.179987 -2.690221 -5.704793 -0.4287 -0.5746 -0.0477 -0.136
H 0.904726 -2.176610 -6.930694 0.1192 -0.1051 -0.2492 0.315
C 0.869986 4.697292 -1.990447 1.1017 -0.1583 -0.2182 -1.379
C 2.328952 4.236413 -1.887307 -0.9605 0.1333 -1.2937 0.215
C 3.076448 4.984477 -0.809988 0.0560 -1.0180 -0.3939 0.707
O 3.194206 6.336464 -1.087125 -0.2672 0.7757 -0.4961 -0.542
C 3.694081 6.996609 0.035269 0.2521 1.3363 0.0971 -0.526
N 2.370228 2.767300 -1.735055 0.0708 0.7044 0.1194 1.786
H 0.454291 4.432166 -1.018338 -0.6971 0.5057 -0.0557 -0.181
H 0.344429 4.216288 -2.815395 -0.0136 -0.3519 0.1986 0.395
H 0.913736 5.753569 -2.255907 -0.4638 0.1968 0.6768 0.581
H 2.797789 4.518547 -2.830016 0.2648 -0.2495 -0.2361 0.631
H 4.072197 4.542755 -0.848271 0.3239 -0.2041 0.7855 -0.098
H 2.574323 4.852388 0.148409 0.1592 -0.3032 0.3703 -0.589
H 4.694101 6.657355 0.305395 -0.0325 -0.5183 0.3597 0.318
H 2.979522 6.992067 0.858357 0.1453 -0.4755 0.3169 0.111
H 3.842285 8.056161 -0.173282 -0.1852 0.0521 -0.4931 0.332
H 3.326120 2.455701 -1.831312 0.3141 0.0246 -0.1913 -0.571
H 2.245602 2.611841 -0.744897 -0.4454 -0.2841 0.4803 -0.995
C -2.558716 -4.915171 -1.293566 -0.4131 0.1842 0.8222 -1.953
C -1.679156 -4.173381 -0.270539 1.0247 -0.9560 -1.3700 0.248
C -0.206716 -4.393206 -0.595062 0.8416 -1.0613 0.6419 0.216
O 0.465318 -3.857896 0.530576 0.1758 1.3641 0.3310 -0.486
C 1.883436 -3.797365 0.644744 -0.6738 -0.7362 -0.3827 0.338
N -1.871151 -2.740467 -0.247552 -0.4223 0.0406 0.6056 1.425
H -2.523194 -5.996442 -1.160541 0.4226 -0.0617 -0.0858 0.495
H -2.306255 -4.648237 -2.319778 0.1342 0.0356 0.0111 0.064
H -3.614546 -4.688578 -1.145278 -0.0412 0.3359 0.0353 0.405
H -1.667595 -4.596354 0.733977 -1.0539 0.0962 0.1697 0.340
H 0.080648 -3.973488 -1.559102 0.1995 0.3478 -0.0675 -0.293
H 0.054521 -5.450680 -0.554978 -0.1918 -0.4936 -0.5893 0.567
H 2.394939 -3.336511 -0.200286 -0.2343 0.1833 -0.0983 -0.621
H 2.237253 -4.825325 0.723535 0.3844 -0.1243 0.2423 0.722
H 2.074803 -3.234806 1.558538 0.1525 -0.1115 -0.0703 -0.516
H -1.734990 -2.357418 -1.172122 -0.1753 -0.0863 -0.6813 0.203
H -1.044706 -2.442286 0.250624 -0.1764 0.5463 0.3273 -1.262
C -1.864246 7.744116 -0.307153 1.3919 -0.9061 0.0122 -1.340
C -2.946058 8.430945 0.427566 -1.4097 -0.5779 1.2578 1.093
C -2.853579 8.401528 1.956814 0.8645 -0.9522 0.2281 -1.440
O -2.956398 7.025093 2.400679 0.1213 2.1304 0.1665 0.436
C -2.632242 6.931913 3.776847 0.5031 -2.6215 -0.0396 -0.624
N -3.044830 9.781736 -0.015639 0.1548 1.0605 0.0826 -0.791
H -1.757553 6.691918 -0.043338 -0.2864 -0.0546 -0.0012 -0.112
H -0.896143 8.185703 -0.070739 0.0651 0.2730 -0.0041 0.369
H -1.985782 7.808136 -1.388466 -0.1853 0.0358 -0.0243 0.461
H -3.904485 7.949457 0.233431 -0.1729 -0.6619 -0.1914 0.021
H -3.582964 8.974830 2.529026 -0.7471 0.2095 -0.5755 0.538
H -1.924973 8.852379 2.306851 0.6146 -0.2119 -0.1717 0.525
H -2.990730 5.929415 4.010481 -0.4206 -0.0491 0.4513 -0.165
H -3.010262 7.609101 4.542751 -0.3605 0.5963 -0.6669 0.417
H -1.563122 6.765113 3.908274 0.2987 0.7594 -0.0224 0.224
H -3.368220 9.741241 -0.971608 -0.1257 0.4701 -0.1169 0.307
H -3.757115 10.199060 0.566252 -0.2470 0.5656 -0.3360 0.279
C -7.949198 -2.756900 8.072468 -0.4641 1.1889 -0.0418 -1.653
C -7.295163 -2.789553 6.708021 0.2287 -1.3437 0.5258 0.449
C -6.351096 -1.648706 6.544468 0.4540 1.8843 -0.8730 -0.800
O -5.519799 -1.626406 5.350241 -0.6283 -0.7363 0.6231 0.055
C -6.208149 -1.420074 4.118623 0.7522 0.6585 0.3352 -0.553
N -6.489505 -3.994675 6.741358 0.6058 -0.6476 -0.3695 -0.714
H -8.374277 -3.713543 8.376188 -0.2044 0.1202 -0.3540 0.420
H -8.675523 -1.944224 8.061457 -0.3825 -0.2041 0.3967 0.392
H -7.211740 -2.492460 8.830318 0.1875 0.0177 0.0594 0.355
H -8.034916 -2.908949 5.916446 -0.0575 0.3896 -0.1130 0.345
H -5.642716 -1.630287 7.372685 0.1188 -0.2986 0.0097 0.205
H -6.860952 -0.687954 6.615904 -0.3069 0.3076 -0.2050 0.438
H -6.871310 -0.562686 4.233511 -0.4949 -0.1366 -0.1209 0.569
H -6.686346 -2.302559 3.693593 -0.2537 -0.0630 0.2965 0.291
H -5.438554 -1.102971 3.414884 0.0186 -0.1255 -0.1723 -0.306
H -6.040086 -3.933309 7.643774 0.2354 -0.5320 0.3849 0.346
H -5.715984 -3.806934 6.119645 0.3165 -0.4464 -0.5380 0.196
C -0.330246 1.509062 0.981038 0.3561 -1.1712 -0.1705 0.004
C -0.201096 0.037190 0.461033 0.4210 0.5064 0.0210 2.221
C 0.932827 -0.080712 -0.596249 -0.3871 1.5618 0.4603 0.629
O 1.148240 -1.369610 -1.111026 0.4920 -0.3260 0.3250 1.226
C 2.209677 -1.455177 -2.084580 -1.4342 -0.8925 0.0788 0.244
N 0.091778 -0.860991 1.563887 0.9332 -0.1353 -0.0109 1.615
H -0.321570 2.260493 0.191491 -0.2066 -0.0693 -0.1178 -0.035
H 0.507144 1.704539 1.650853 0.0973 0.0408 0.0232 -0.520
H -1.238253 1.580782 1.579761 -0.0845 0.1357 -0.1739 -0.737
H -1.159749 -0.290771 0.059119 -0.2116 0.3665 -0.7138 -0.589
H 1.863475 0.313000 -0.187606 0.2761 -0.1640 0.5832 -0.206
H 0.727530 0.669803 -1.359579 -0.2713 -0.1902 -0.6036 -0.848
H 2.403617 -2.521158 -2.203663 0.0626 -0.1354 0.0389 -0.643
H 3.168379 -1.005895 -1.825475 -0.2490 0.5781 0.1597 0.062
H 1.749928 -1.135704 -3.019809 0.6778 0.5015 -0.2776 0.109
H 0.276847 -1.746909 1.115565 0.4020 -0.4323 0.3881 -1.616
H -0.696932 -1.006596 2.177752 -0.3798 0.3806 0.0192 -0.658
C 7.602856 -5.933879 -1.552341 -0.8576 -0.6627 0.7272 -1.813
C 6.375200 -5.142112 -1.991470 0.5210 -0.9559 -0.8661 1.100
C 5.042148 -5.902551 -2.062372 -0.6019 0.6673 0.0254 -1.268
O 4.061049 -5.008371 -2.651058 0.8450 -0.6622 0.4692 1.215
C 2.798242 -5.618651 -2.761229 -0.1233 0.5459 -0.7295 -1.186
N 6.211115 -3.985355 -1.142561 0.1124 0.2992 -0.6649 -0.353
H 7.655524 -6.943404 -1.960004 -0.0035 0.0513 -0.3310 0.389
H 7.447908 -6.073499 -0.482481 0.4987 -0.0507 0.2648 0.378
H 8.544741 -5.414446 -1.728797 -0.2467 0.1165 0.0256 0.384
H 6.595375 -4.782635 -2.996656 -0.1982 0.1384 -0.2542 -0.135
H 4.681036 -6.084691 -1.050190 0.1525 -0.2506 0.4355 0.326
H 5.013475 -6.867471 -2.568552 0.3805 -0.0283 -0.4030 0.441
H 2.791512 -6.384135 -3.537181 0.0644 -0.2875 0.0094 0.409
H 2.147777 -4.822225 -3.122769 -0.2531 -0.1010 0.1907 -0.481
H 2.396613 -6.043114 -1.841119 0.1762 0.0569 0.3289 0.475
H 5.634295 -3.426406 -1.754885 -0.4680 0.8232 0.6991 -0.287
H 5.629554 -4.264818 -0.365523 -0.0796 0.1833 0.3433 0.311
C 0.510358 5.702854 2.510121 0.2624 -0.3308 -1.0164 -0.854
C 1.222489 5.185808 3.785210 -0.7317 -0.2548 -0.3070 0.438
C 1.975561 3.820857 3.703250 -1.0352 1.6422 -1.6887 0.083
O 2.882431 4.098199 2.614709 0.3900 -1.1651 -0.9633 -0.384
C 3.474170 2.942151 2.010697 0.4696 -0.6060 1.6218 -0.559
N 2.142989 6.218205 4.177976 1.0025 0.3824 0.5821 -0.926
H -0.299083 5.097288 2.102439 -0.2647 -0.3233 0.5267 0.258
H 1.140335 5.818715 1.628183 0.6902 -0.2701 0.1794 -0.504
H 0.128715 6.719720 2.601955 -0.1116 -0.0828 0.6846 0.497
H 0.414730 5.104572 4.512553 0.1568 -0.1154 0.4419 0.550
H 1.196996 3.092107 3.477744 0.4471 -0.6187 -0.1840 -0.430
H 2.523219 3.558262 4.608355 -0.1498 -0.0083 0.1051 0.318
H 2.755721 2.194806 1.673938 -0.4104 0.1631 -0.2326 -0.152
H 4.063904 2.416171 2.761468 -0.1210 -0.1983 0.4102 0.596
H 4.236617 3.087977 1.245510 -0.5279 1.0394 -0.3709 0.270
H 2.892407 6.173370 3.502364 -0.0005 0.4712 -0.8856 0.337
H 2.688720 5.811164 4.924028 -0.1640 0.2102 1.0364 0.348
C 1.928381 2.532018 -5.401108 0.6214 -0.0711 -0.0870 -1.407
C 3.285618 1.857654 -5.561449 -0.6754 -0.5741 -0.4969 0.799
C 3.261771 0.476955 -4.922935 0.0516 -0.4383 0.2235 -0.312
O 4.442394 -0.299811 -5.241736 -0.7312 1.5886 0.0736 -0.689
C 4.259977 -1.668070 -5.094001 -0.1845 -0.4598 0.1629 -0.017
N 3.628417 1.754010 -6.979173 0.7617 -0.0645 0.1932 -0.908
H 2.002080 3.463258 -5.962774 -0.2290 0.2902 0.4478 0.501
H 1.695371 2.634640 -4.341262 -0.1576 0.3840 -0.0545 -0.008
H 1.138139 1.954530 -5.880820 0.0248 -0.2556 0.0197 0.316
H 4.087968 2.454590 -5.127849 -0.0888 0.1727 0.2422 0.092
H 2.374961 -0.062903 -5.254921 -0.1408 -0.1704 -0.4305 0.881
H 3.111786 0.567671 -3.847114 0.3740 0.0269 0.3581 -0.471
H 3.404732 -2.065163 -5.640783 -0.0314 0.1286 -0.6356 0.490
H 4.009846 -1.952395 -4.071893 0.5187 -0.0271 0.5007 -0.579
H 5.193923 -2.115182 -5.434491 -0.1726 -0.3455 0.1802 0.421
H 4.416391 1.128457 -6.890402 0.6538 -0.0635 -0.8053 0.368
H 2.966197 1.192421 -7.495096 -0.5993 -0.0112 0.0666 0.317
C 4.680644 -5.193276 -5.850150 -1.0624 0.7761 -0.2348 -0.396
C 4.670257 -5.420870 -7.376164 0.5350 0.5155 1.4656 0.577
C 4.817987 -4.134616 -8.203332 -0.3597 -0.4824 -0.0744 -0.976
O 3.650304 -3.321050 -8.144249 0.2096 0.2418 1.1610 -0.184
C 3.960668 -1.975794 -8.475588 -0.1447 -0.4716 -1.0420 -0.767
N 5.766343 -6.337290 -7.618253 0.2635 -0.8433 -1.2790 -0.851
H 5.645809 -5.061823 -5.360996 0.3351 0.2404 -0.5389 0.722
H 4.263835 -6.077904 -5.368697 -0.2873 0.1063 0.0792 0.183
H 4.075159 -4.308985 -5.651347 -0.2147 -0.1366 0.5592 -0.741
H 3.697590 -5.856296 -7.605091 0.1533 -0.3129 -0.3329 0.172
H 4.942679 -4.346851 -9.265171 0.5454 -0.3885 -0.0395 0.359
H 5.696248 -3.619222 -7.814552 0.1579 0.4000 -0.0689 0.389
H 4.253418 -1.958912 -9.525399 0.2286 0.1413 -0.2921 0.470
H 4.797392 -1.563182 -7.911890 -0.2053 0.0544 0.3953 0.278
H 3.057495 -1.366972 -8.434069 0.0571 -0.0551 0.4923 0.136
H 6.640397 -5.967887 -7.272303 0.1033 0.5196 -0.1238 0.297
H 5.649690 -7.150323 -7.030491 -0.2990 -0.3083 -0.1145 0.324
C 6.356454 3.263184 -2.571473 -0.2124 0.3577 -0.6188 -1.331
C 5.788978 1.849060 -2.573443 0.0596 0.3826 -0.7527 2.853
C 6.874902 0.862638 -2.922571 0.8574 0.1586 1.3079 -1.332
O 6.435972 -0.429083 -2.626549 -0.5471 -1.6833 -1.3401 0.145
C 7.148953 -1.540007 -3.259829 0.2548 1.1159 1.5040 -0.469
N 5.137311 1.693758 -1.284092 0.7152 -1.4123 0.5257 0.278
H 6.521875 3.633796 -3.583095 0.0424 0.0891 -0.0042 0.427
H 7.300076 3.346211 -2.032223 0.1692 -0.3551 0.0169 0.386
H 5.690453 3.948373 -2.047014 -0.2021 -0.0546 -0.2677 0.102
H 5.095579 1.606913 -3.378843 -0.6867 0.8331 0.1445 -1.704
H 7.711249 1.067635 -2.254295 0.6646 0.1313 0.0000 0.347
H 7.188838 1.070427 -3.945497 -0.0183 -0.4628 -0.2817 0.392
H 8.063270 -1.654396 -2.677573 0.3525 -0.1314 -0.1666 0.384
H 7.419534 -1.372652 -4.302359 -0.4078 0.1413 -0.0802 0.373
H 6.597084 -2.463579 -3.085002 -0.2171 0.4136 -0.4060 -0.339
H 5.923679 1.594615 -0.658066 0.5629 0.9568 0.8302 0.362
H 4.896439 0.717851 -1.185581 -0.9202 -0.5915 -0.5743 -0.823
C -1.386955 -2.386310 4.993739 1.0225 -0.4354 0.5847 -1.707
C -1.814855 -2.650531 3.534708 -0.5643 -0.5819 3.3433 2.479
C -2.941601 -3.718857 3.496694 2.0943 -0.7020 -1.5649 -0.246
O -2.572678 -4.837555 4.231473 -0.4407 -0.7152 1.2066 -0.469
C -3.413209 -5.966502 4.021825 0.8468 -0.0886 1.3280 -0.653
N -2.433961 -1.418357 3.167701 -0.3659 0.7306 -1.5455 1.908
H -0.672028 -1.566089 5.058704 -0.3048 0.4837 -0.4019 -0.233
H -0.821238 -3.142539 5.537987 -0.2739 -0.6915 -0.4061 0.484
H -2.231631 -2.143746 5.638553 -0.2684 0.0911 -0.1887 0.260
H -0.931806 -2.866497 2.933301 -0.2373 -0.3045 -0.2098 -0.626
H -2.913871 -4.144150 2.493470 -0.8237 0.7305 -0.8359 0.067
H -3.908168 -3.268299 3.722196 -0.1484 -0.1428 0.3562 0.049
H -3.355236 -6.363613 3.008398 -0.2174 0.2170 -0.2076 0.195
H -4.425936 -5.824275 4.398998 -0.3165 0.3858 -0.5104 0.248
H -3.010680 -6.706426 4.713620 0.1269 -0.2721 -0.2346 0.325
H -3.245234 -1.320760 3.761355 -0.0299 0.3265 0.6554 -0.790
H -2.915581 -1.685593 2.321108 -0.2506 0.8630 -0.9380 -0.771
C -2.797356 1.268824 6.506022 -0.7684 0.0790 1.1659 -2.386
C -3.005704 1.490129 5.008662 -0.8875 -1.4068 1.6767 3.064
C -4.002094 2.621161 4.668631 0.3714 -0.3500 -1.2524 -1.681
O -3.971429 2.941595 3.242065 0.2216 -1.9228 -0.3092 0.434
C -4.416849 1.791020 2.394361 0.1253 0.6420 1.1614 -1.366
N -1.709680 1.586897 4.408932 0.2102 0.8726 -1.4349 0.329
H -3.683437 0.852247 6.984987 -0.4106 0.1365 -0.0884 0.386
H -2.533289 2.149154 7.092020 0.0108 0.4014 -0.3048 0.453
H -2.034551 0.544712 6.792184 0.2861 -0.1119 -0.7376 0.354
H -3.386001 0.522346 4.681725 -0.8606 0.1114 -0.1895 -1.184
H -3.774597 3.514918 5.249623 0.2266 0.2436 -0.3931 0.226
H -5.051340 2.391310 4.853941 0.0515 -0.5402 0.5554 0.464
H -4.642083 2.094931 1.372099 -0.0027 0.6322 0.2923 0.552
H -5.296278 1.333261 2.847312 -0.3236 0.2860 0.0764 0.688
H -3.714883 0.961298 2.311179 0.6636 0.2048 0.2750 -0.002
H -1.538708 0.670111 4.021159 0.4524 -0.5896 0.1278 -0.244
H -1.893288 2.078430 3.545928 0.4764 0.8049 -0.3549 -0.448
C -1.078003 0.861440 -3.852837 -1.6674 -0.0847 0.0061 -1.582
C -1.882168 -0.246885 -3.119573 0.3848 0.7979 -2.0021 3.862
C -3.207242 -0.535304 -3.892423 0.0979 0.1037 0.1167 -1.618
O -4.075106 0.582739 -3.787778 1.1806 0.5424 0.2403 -0.435
C -5.248083 0.581870 -4.518070 -1.6049 -0.8277 0.1591 -1.126
N -1.106701 -1.455180 -3.022045 0.0264 -1.4751 1.1408 1.073
H -0.306116 1.269816 -3.200513 0.2492 -0.1034 -0.3645 -0.109
H -1.817751 1.635168 -4.058278 0.2390 0.4926 0.0060 0.571
H -0.763467 0.510538 -4.835704 0.5435 -0.1219 0.1780 0.428
H -2.100677 0.212350 -2.155486 -0.2451 -0.7253 0.4194 -1.780
H -3.747085 -1.420070 -3.554992 0.1524 -0.2113 0.5423 0.544
H -2.999788 -0.739850 -4.942771 0.3389 0.1457 -0.3131 0.510
H -5.199988 0.768913 -5.590832 0.5919 0.2573 -0.0604 0.266
H -5.954430 1.266248 -4.048177 0.3080 0.4548 -0.1244 0.357
H -5.764068 -0.371396 -4.403499 0.0301 -0.4912 -0.0868 0.403
H -0.685105 -1.870884 -3.840302 -0.5985 0.6058 -0.6791 -0.126
H -0.329706 -1.420898 -2.377683 -0.0968 0.4409 0.4259 -1.556
C 2.284466 -2.151071 4.403308 -0.4678 -0.2665 0.7414 -0.923
C 2.090398 -0.747483 4.995112 0.0878 -0.9405 -0.1649 1.053
C 3.118057 -0.349242 6.041893 -0.3100 -0.6359 -0.4543 -0.874
O 3.072256 -1.252404 7.130667 0.5506 0.3581 0.7238 -0.486
C 1.996937 -1.014369 8.050396 0.3420 0.2665 -0.7785 -0.406
N 2.109374 0.196827 3.929336 -0.0909 1.0781 -0.1140 0.874
H 3.141227 -2.330596 3.753827 0.6470 0.4201 0.4632 0.146
H 1.465301 -2.340546 3.709643 -0.4676 -0.1323 0.2806 -0.209
H 2.263758 -2.839427 5.248199 0.0879 -0.5253 -0.3312 0.520
H 1.088447 -0.759813 5.424104 -0.0143 0.1136 0.2931 0.133
H 3.037442 0.704168 6.310045 -0.4641 0.0807 0.4051 0.367
H 4.078161 -0.394663 5.527855 0.4227 -0.4453 0.3281 0.425
H 2.191756 -1.513587 8.999563 0.0865 -0.3269 -0.3128 0.284
H 1.083140 -1.363330 7.569458 -0.3239 -0.0601 0.4147 0.044
H 1.894025 0.046854 8.276950 -0.0276 0.1849 -0.1530 0.250
H 2.985669 0.003949 3.465642 0.0910 0.5384 -0.4699 -0.590
H 1.353657 -0.077505 3.317986 0.0426 0.1683 -0.7344 -0.546
C -6.585357 6.961567 1.922458 -0.4589 -0.5318 1.1242 -1.595
C -6.106591 5.669618 2.633899 -0.1198 1.2973 0.5949 1.191
C -7.232758 4.775071 3.154819 -0.0781 -0.8465 -0.0334 -0.386
O -7.960722 5.433763 4.151130 -1.7054 0.2804 1.2307 -0.389
C -9.093055 4.662284 4.668886 1.1126 0.6243 -0.3524 -0.720
N -5.143680 5.055132 1.802203 0.3569 -0.8899 -1.5495 -0.265
H -7.067777 7.517739 2.726225 -0.5758 0.2876 -0.4045 0.416
H -7.244975 6.737364 1.084159 -0.1204 0.0906 0.0785 0.325
H -5.773216 7.601474 1.577452 0.2817 -0.3577 -0.0251 0.253
H -5.592498 6.029366 3.525189 -0.1392 0.1885 0.6964 0.070
H -6.893370 3.874663 3.666858 1.0037 -0.3772 -0.2829 -0.154
H -7.891976 4.371303 2.386371 -0.1541 0.3651 -0.6100 0.483
H -9.981333 4.859468 4.068735 -0.0044 -0.1481 -0.0876 0.267
H -9.297566 4.914389 5.709428 0.1856 0.6011 -0.1206 0.280
H -8.878633 3.594910 4.722073 0.1726 -0.1934 -0.4797 0.264
H -4.615575 4.313655 2.239710 -0.2254 0.0731 0.2799 0.186
H -4.473646 5.784314 1.603558 0.2261 -0.1056 -0.2620 -0.035
C 1.279880 -5.366218 -5.844890 -0.5276 -1.3509 -0.9800 -0.683
C -0.211031 -5.824613 -5.841971 0.1669 1.0447 1.6345 -0.106
C -0.668113 -6.371482 -4.426026 1.5283 -0.7351 -1.4966 -0.042
O 0.101912 -7.572368 -4.193903 -1.0802 0.8657 0.1458 -0.384
C -0.032774 -8.086681 -2.876892 0.6151 -0.1385 -0.3799 -0.438
N -1.008441 -4.625912 -6.141267 -0.4171 0.1469 -0.2008 -0.563
H 1.894780 -6.248751 -5.668445 0.1425 0.1705 0.4011 0.455
H 1.560699 -4.522138 -5.214989 -0.4476 -0.2683 0.3560 -0.289
H 1.569552 -5.058534 -6.849636 -0.1926 0.1340 -0.2501 0.492
H -0.469973 -6.528035 -6.633334 0.7096 -0.6986 0.3032 0.484
H -1.734901 -6.595217 -4.426534 -0.1971 0.0314 0.0387 0.566
H -0.422875 -5.657543 -3.639729 -0.1247 0.3143 0.0122 -0.384
H -0.929894 -8.666055 -2.658688 -0.2683 -0.1973 -0.5723 0.319
H -0.037237 -7.312640 -2.109463 0.4245 0.3238 -0.0025 0.026
H 0.847882 -8.726567 -2.821276 -0.1604 -0.1016 0.6699 0.280
H -0.858035 -4.464632 -7.126904 0.4641 0.5444 -0.3398 0.257
H -1.971611 -4.922914 -6.206000 -0.5920 0.0712 0.5711 0.264
C -2.968608 4.044391 -0.676887 -0.1338 -0.8588 0.4869 0.511
C -3.018846 3.104159 -1.845397 0.6154 0.2057 -0.2422 0.968
O -4.209912 2.402780 -1.802220 -1.4698 -0.3303 0.4603 -0.451
H -3.250987 3.412022 0.164822 -0.0370 0.0743 0.3163 -0.819
H -3.756280 4.795391 -0.737533 0.4313 0.3255 -0.0341 0.485
H -1.952943 4.370013 -0.452187 -0.1741 0.5596 -0.2713 -0.579
H -2.237551 2.346446 -1.785748 0.7574 0.2910 0.0412 -0.823
H -2.959815 3.602016 -2.813257 0.4169 0.3342 -0.1469 0.397
H -4.135031 1.755234 -2.506976 -0.3393 -0.4480 -0.2416 0.459
C -5.916892 -0.204708 0.140540 0.5732 -1.4684 -0.2731 -1.559
C -4.501476 -0.695671 -0.072080 -0.3015 -1.1751 -0.7205 0.721
O -4.178075 -1.771917 0.854741 -1.0004 1.9783 -0.0009 -0.430
H -6.260960 0.225324 -0.800094 -0.0255 0.9693 0.5230 0.297
H -5.964967 0.334581 1.086559 -0.5479 0.3764 -0.5357 0.169
H -6.504803 -1.120299 0.205136 -0.2398 -0.0319 0.4146 0.487
H -3.794339 0.122820 -0.206725 0.4014 0.2054 0.9969 -0.224
H -4.419020 -1.183212 -1.043482 -0.3852 0.0119 -0.4914 0.420
H -3.392925 -2.121244 0.426817 1.1234 -0.9649 -0.1192 -0.228
C 5.207516 -1.917369 1.122364 -1.3404 1.5532 -0.6699 -0.610
C 4.379538 -0.631487 1.384991 0.9158 0.1671 0.6848 2.612
O 5.127270 0.163425 2.305552 -0.1256 0.3010 0.4691 -0.648
H 5.600756 -2.343610 2.045279 -0.4103 -0.0530 -0.0268 0.375
H 6.048060 -1.610511 0.499935 0.0281 -0.4038 -0.1756 0.452
H 4.501483 -2.542288 0.575459 0.5147 -0.6673 -0.0572 -0.604
H 3.380721 -0.772893 1.797875 0.1134 -0.5079 0.1845 -0.760
H 4.193957 0.046150 0.551649 0.0416 -0.6376 -0.7270 -1.006
H 5.749228 0.666065 1.774401 0.1504 0.1080 0.2272 0.406
```
Forces are in eV/Å.

Properties
multiplicity = 1
orbital gap = 8.13 eV
electronic energy = -5241.48262 hartree